Density functional theory data (ωB97M-V/def2-TZVPD) for 14 unconnected molecules or ions with the total composition C56H154N14O14.

Geometry (Å):
C  -2.53991  4.99347  -3.17865
C  -1.43095  5.17635  -4.18851
C  -1.06009  6.64765  -4.33735
O  -0.77776  7.27065  -3.10698
C  -0.28478  8.54439  -3.14025
N  -0.37523  4.30292  -3.78604
H  -2.82397  3.94898  -3.01510
H  -3.37903  5.42377  -3.69272
H  -2.38576  5.37555  -2.20440
H  -1.82190  4.89665  -5.21943
H  -1.96904  7.19168  -4.74603
H  -0.15808  6.83502  -5.01577
H  -1.03061  9.35355  -3.33632
H  0.49094  8.68154  -3.96125
H  0.04713  8.76434  -2.17134
H  0.50433  4.50588  -4.27124
H  -0.21034  4.51539  -2.76174
C  2.69210  -3.85495  -3.91299
C  3.82863  -2.86313  -3.94202
C  3.20311  -1.43877  -3.80391
O  4.27091  -0.53747  -3.94451
C  3.80804  0.81351  -4.01199
N  4.83126  -3.04985  -2.93397
H  3.03726  -4.91502  -4.08604
H  1.97477  -3.73824  -4.68121
H  2.08456  -3.93525  -2.99179
H  4.10064  -2.83400  -5.02256
H  2.68376  -1.46484  -2.86874
H  2.50292  -1.31539  -4.64609
H  4.65197  1.43437  -4.37715
H  3.52361  1.28572  -3.04088
H  2.96012  0.97321  -4.66909
H  5.45020  -2.24178  -2.85746
H  5.31525  -3.94897  -2.93145
C  -4.58818  0.42300  2.94356
C  -3.23354  -0.27031  2.78600
C  -3.46113  -1.71999  3.24894
O  -2.22330  -2.45106  2.98401
C  -2.41228  -3.81593  3.09218
N  -2.70430  -0.13990  1.42121
H  -4.41411  1.48626  2.98692
H  -5.04656  0.26482  3.90925
H  -5.36060  0.11867  2.20797
H  -2.48182  0.13731  3.44765
H  -4.31770  -2.17872  2.74626
H  -3.62891  -1.79985  4.35353
H  -3.11990  -4.24033  2.31327
H  -2.84630  -3.98706  4.10719
H  -1.38169  -4.22867  3.00819
H  -1.86331  -0.74034  1.42535
H  -3.34279  -0.50484  0.75335
C  -7.20958  -1.74920  -1.04497
C  -8.20098  -1.13509  -0.10026
C  -8.09034  0.39843  0.00436
O  -7.07231  0.84856  0.90400
C  -6.71149  2.19673  0.65975
N  -9.59689  -1.30355  -0.59660
H  -7.65112  -2.75104  -1.34857
H  -6.28093  -1.89836  -0.48930
H  -7.08335  -1.11781  -1.87513
H  -8.07031  -1.58304  0.92026
H  -8.99848  0.78044  0.34102
H  -7.88195  0.84759  -0.96289
H  -7.63595  2.81733  0.71827
H  -6.33278  2.36246  -0.37250
H  -6.02227  2.50489  1.42107
H  -9.75947  -2.24549  -0.94042
H  -9.87887  -0.59676  -1.28669
C  1.23081  -1.77509  7.53067
C  0.30194  -2.33485  6.50585
C  -0.99651  -1.56066  6.32964
O  -1.73261  -1.44293  7.51156
C  -3.06760  -1.89426  7.38571
N  0.97095  -2.43580  5.20496
H  1.67273  -0.82352  7.25425
H  2.03876  -2.46919  7.75162
H  0.67008  -1.61537  8.49680
H  -0.04829  -3.37550  6.73994
H  -1.60597  -1.92121  5.50188
H  -0.67019  -0.59040  5.95424
H  -3.18608  -2.61166  6.56640
H  -3.74490  -1.09203  7.13139
H  -3.45507  -2.30285  8.28468
H  1.56534  -1.62219  5.06879
H  0.26111  -2.55036  4.43712
C  -0.26158  3.59968  -7.96032
C  1.28051  3.01880  -7.84095
C  1.96051  3.51057  -6.58242
O  1.82780  4.94474  -6.50000
C  2.91766  5.43719  -5.64899
N  1.42317  1.58337  -7.95818
H  -0.66511  3.91172  -7.04291
H  -0.93630  2.86297  -8.46231
H  -0.19962  4.42654  -8.63587
H  1.94789  3.48352  -8.61040
H  2.98797  3.43780  -6.77094
H  1.71802  3.05948  -5.64199
H  3.91075  5.37063  -6.09255
H  2.93809  4.91942  -4.63545
H  2.67765  6.47002  -5.36356
H  1.14114  1.24896  -8.86294
H  0.89354  1.08622  -7.25015
C  -1.64903  -4.54127  -2.29677
C  -2.42806  -3.82901  -1.22009
C  -1.47292  -2.93479  -0.48974
O  -0.49536  -3.68690  0.19224
C  0.44579  -3.04908  0.99805
N  -3.63488  -3.10267  -1.65208
H  -2.18425  -5.49044  -2.64915
H  -0.72135  -4.95559  -1.87390
H  -1.47542  -3.96335  -3.20272
H  -2.66944  -4.63779  -0.53176
H  -2.09920  -2.40698  0.19366
H  -1.06827  -2.18797  -1.17687
H  1.02414  -3.87618  1.46329
H  0.11679  -2.34402  1.72324
H  1.19771  -2.51706  0.33464
H  -3.45172  -2.43190  -2.40490
H  -4.40471  -3.69599  -1.90515
C  5.24861  0.44417  0.37770
C  4.93362  -0.83798  -0.27166
C  5.99938  -1.85556  -0.04783
O  7.35975  -1.46564  -0.42844
C  8.28718  -2.54066  -0.36853
N  3.73256  -1.44483  0.28521
H  5.50290  0.21433  1.43589
H  4.38189  1.15128  0.40702
H  6.19127  0.90362  -0.14839
H  4.74776  -0.68377  -1.35922
H  5.78338  -2.78507  -0.61147
H  5.88528  -2.03208  0.99808
H  8.21214  -3.04591  0.61814
H  9.32977  -2.19146  -0.33978
H  8.10741  -3.27266  -1.11459
H  2.88654  -0.92299  0.01980
H  3.58228  -2.36585  -0.23672
C  2.72855  5.24630  -1.78942
C  1.90336  5.35579  -0.43630
C  2.16509  6.71025  0.22257
O  3.52605  6.86130  0.57383
C  3.78120  8.19096  1.01867
N  0.47893  5.36338  -0.77730
H  3.69527  5.65016  -1.50834
H  2.37586  5.91637  -2.57726
H  2.94009  4.24580  -2.12936
H  2.16508  4.52557  0.25840
H  1.46657  6.91242  1.02797
H  1.92428  7.48390  -0.50837
H  3.21225  8.95218  0.44301
H  4.86763  8.40608  0.83636
H  3.53812  8.31385  2.09669
H  0.28326  6.09735  -1.42610
H  -0.07530  5.63886  0.07877
C  -0.43164  -7.42664  0.46155
C  0.25184  -7.99722  1.66621
C  0.18254  -6.91941  2.71473
O  0.81487  -7.32293  3.95799
C  0.48294  -6.43658  4.99571
N  -0.30779  -9.30414  2.07470
H  -0.03780  -6.43490  0.26580
H  -1.53738  -7.21904  0.79858
H  -0.51241  -8.07055  -0.38630
H  1.34340  -8.28550  1.56435
H  -0.85822  -6.70415  2.79606
H  0.70512  -5.98362  2.40956
H  -0.60847  -6.18332  5.01199
H  0.98923  -5.52208  4.90112
H  0.76097  -6.85133  5.94684
H  -1.15623  -9.09179  2.59818
H  0.27184  -9.73903  2.83205
C  0.89407  1.82224  -1.22344
C  -0.38301  1.78817  -0.30982
C  0.06106  1.56707  1.12733
O  0.66080  0.23349  1.26394
C  1.13709  0.04529  2.59261
N  -1.24772  2.92435  -0.34561
H  1.61190  1.02052  -1.14331
H  1.39024  2.74961  -0.86472
H  0.61423  2.08125  -2.26118
H  -1.01282  0.94491  -0.58935
H  -0.71479  1.72995  1.88389
H  0.78840  2.28552  1.43160
H  1.75827  0.89617  2.97628
H  1.72917  -0.86289  2.56136
H  0.25498  -0.20519  3.28114
H  -1.85602  2.76491  -1.08351
H  -0.58294  3.69468  -0.57363
C  -2.29033  6.30732  3.72806
C  -1.93705  5.05801  2.90176
C  -2.82158  3.84197  3.30821
O  -2.73376  3.41789  4.65093
C  -1.77588  2.44422  4.74732
N  -2.08399  5.39517  1.53263
H  -2.73466  5.96164  4.68186
H  -3.01738  6.93830  3.18475
H  -1.47819  6.96246  3.92969
H  -0.86813  4.89769  3.05659
H  -2.59350  2.99429  2.66853
H  -3.88589  4.13538  3.12522
H  -1.94602  1.64115  4.08440
H  -1.88765  2.00143  5.75142
H  -0.72088  2.78541  4.61021
H  -1.82823  4.58503  0.93796
H  -3.00461  5.78535  1.25058
C  5.86741  -4.12033  2.92830
C  4.41886  -4.38946  3.30910
C  4.29498  -4.87629  4.79164
O  5.02823  -6.07424  5.04848
C  4.49241  -7.18646  4.25108
N  3.69078  -3.11173  3.19806
H  5.96560  -4.15986  1.78307
H  6.38797  -4.99968  3.22747
H  6.25411  -3.21305  3.39584
H  4.00312  -5.21046  2.75716
H  3.23185  -4.99388  5.10443
H  4.58968  -4.13048  5.53793
H  3.45732  -6.92828  3.95477
H  4.43843  -8.06233  4.85213
H  5.09873  -7.28130  3.36924
H  3.92387  -2.76251  2.27071
H  2.63888  -3.25391  3.19070
C  -0.74579  -1.19221  -4.71333
C  -1.16067  0.22692  -4.78082
C  -2.05221  0.69829  -3.58944
O  -3.07696  -0.18821  -3.28360
C  -3.90678  0.23419  -2.26635
N  0.07958  1.01496  -4.99775
H  -0.06108  -1.47416  -3.87883
H  -0.21029  -1.65920  -5.55802
H  -1.65833  -1.77710  -4.57839
H  -1.76402  0.31069  -5.74050
H  -2.42142  1.64652  -3.93690
H  -1.49719  0.87070  -2.64519
H  -3.35486  0.64495  -1.39854
H  -4.56343  -0.59074  -1.95552
H  -4.56817  1.06016  -2.64762
H  0.75287  0.80139  -4.29640
H  -0.17652  2.01820  -4.93356

Values from the calculation:
total charge: 0
highest occupied orbital energy: -8.739 eV
electronic energy: -110085.3790 eV
frontier orbital gap: 0.3386 Eh

***

Density functional theory data (ωB97M-V/def2-TZVPD) for C6H6O in the gas phase.

Geometry (Å):
O  2.00729  -1.10140  0.11386
C  1.28776  0.09802  0.09605
C  -0.17763  -0.08656  -0.41067
C  -0.72385  -1.36751  1.31210
C  -0.96785  -1.38517  0.04825
C  -0.94455  1.14662  -0.22539
C  -1.53471  2.18623  -0.07859
H  1.61496  -1.64723  0.81102
H  1.30321  0.60750  1.06942
H  1.78608  0.75233  -0.62682
H  -0.09293  -0.30253  -1.47537
H  -1.48664  -2.00198  -0.68057
H  -2.07112  3.10169  0.04670

Values from the calculation:
total charge: 0
highest occupied orbital energy: -10.262 eV
electronic energy: -8360.3810 eV
frontier orbital gap: 0.3643 Eh